{"formula": "H41O20", "method": "ωB97M-V/def2-TZVPD", "symbols": ["O", "H", "O", "H", "H", "O", "H", "H", "O", "H", "H", "O", "H", "H", "O", "H", "H", "O", "H", "H", "O", "H", "H", "O", "H", "H", "O", "H", "H", "O", "H", "H", "O", "H", "H", "O", "H", "H", "O", "H", "H", "O", "H", "H", "O", "H", "H", "O", "H", "H", "O", "H", "H", "O", "H", "H", "O", "H", "H", "H", "H"], "xyz": [[4.3037, -0.9506, 3.4919], [-0.7293, -3.5464, -2.7166], [-2.4020, -1.3846, -1.5880], [-2.4054, -0.7640, -2.2922], [-1.4403, -1.8158, -1.7801], [-2.7607, -1.7101, 1.1496], [-3.0699, -2.6252, 0.9409], [-3.3505, -1.2175, 0.3936], [-1.2885, -5.2898, 0.7792], [-1.8513, -5.3667, 0.0094], [3.0282, 2.9345, 0.5971], [0.9591, 2.2156, 0.7316], [-3.5503, 3.0362, -1.5891], [-0.5136, -6.0136, 0.7508], [-2.8622, 2.9834, -2.1857], [2.1830, 1.4684, -0.2478], [-2.7929, 3.1468, -3.0259], [2.6215, 0.5419, -0.4439], [3.4293, 1.0117, -0.0956], [-4.2998, -3.1485, -0.9599], [2.3538, 3.2789, -3.0286], [1.6103, 2.7487, -2.9971], [2.9855, 3.0988, -3.6269], [-1.8774, 3.4269, 0.7783], [-1.8841, 4.2279, 1.2786], [0.7623, 2.1810, 1.6825], [0.4156, 5.3905, 0.5059], [-0.2929, 5.7225, -0.1447], [1.0337, 4.7945, 0.0818], [-0.2105, 2.9888, -1.4424], [-0.0145, 3.9230, -1.5244], [2.3794, -0.9479, 0.4107], [2.8574, -4.0082, -2.9297], [2.2695, -4.2111, -3.4906], [2.9113, -3.0838, -2.8458], [-0.2998, -0.1042, 0.4281], [-0.6255, 0.7262, 0.5205], [-1.0053, -0.7881, 0.6224], [-0.7392, -4.0403, -1.8108], [4.8042, -0.0791, 4.0934], [0.1937, -3.8827, -1.5276], [3.6885, 3.2107, 1.1761], [-1.2045, 2.9230, -1.3413], [4.8276, -1.5046, 3.0806], [1.7484, -1.9190, 0.1267], [1.5435, -2.3373, 1.0307], [0.9526, -1.3452, 0.3110], [-4.6968, 1.7302, 0.6347], [-4.8402, 2.1662, 1.4526], [-4.5629, 0.8202, 0.9167], [-4.4781, -3.9551, -0.4178], [3.4591, 3.0914, 2.0961], [-3.8060, -4.5729, -0.9839], [0.8293, -2.1492, 2.5297], [-0.0354, -2.6225, 2.9130], [1.4761, -2.9442, 2.7314], [2.3735, -0.4605, 1.7116], [3.0356, -0.5146, 2.4090], [1.4744, -0.4417, 1.7505], [0.1790, 2.6714, 0.4002], [-2.7997, 3.2855, 0.5199]], "nbo_charge": [-0.9672, 0.4654, -0.9648, 0.4745, 0.4859, -0.9813, 0.5051, 0.4828, -0.9657, 0.4813, 0.4686, -0.9918, 0.5080, 0.4851, -0.9786, 0.5080, 0.4950, -0.9702, 0.4773, 0.4718, -0.9586, 0.4849, 0.4741, -0.9675, 0.4897, 0.4815, -0.9538, 0.4760, 0.4816, -0.9954, 0.4702, 0.5690, -0.9133, 0.4475, 0.4675, -0.9907, 0.4978, 0.5197, -0.9473, 0.5326, 0.4870, -0.9415, 0.5144, 0.4750, -0.8770, 0.5164, 0.5251, -0.9493, 0.4749, 0.4777, -0.9339, 0.4743, 0.4667, -0.9719, 0.5243, 0.4952, -0.9676, 0.5404, 0.5110, 0.5219, 0.4814], "total_charge": 1, "lumo_energy_ev": -2.77, "homo_ev": -13.27}

***

{"formula": "H41O21", "method": "ωB97M-V/def2-TZVPD", "symbols": ["O", "H", "H", "O", "H", "H", "O", "H", "H", "O", "H", "H", "O", "H", "H", "O", "H", "H", "O", "H", "H", "O", "H", "H", "O", "H", "H", "O", "H", "H", "O", "H", "H", "O", "H", "H", "O", "H", "H", "O", "H", "H", "O", "H", "H", "O", "H", "O", "H", "H", "O", "H", "H", "O", "H", "H", "O", "H", "H", "O", "H", "H"], "xyz": [[2.8756, 0.7716, -1.5114], [2.1411, 0.7037, -0.9073], [3.6563, 1.2001, -1.1522], [-0.3119, 3.5093, -3.0580], [-0.5882, -2.1884, -1.7315], [-1.1689, 3.5355, -3.4859], [1.0949, 1.4848, 4.4367], [0.0591, 0.3329, 3.4609], [1.9663, 1.2804, 4.2446], [-0.6205, -0.0527, 2.8913], [1.0275, 2.3597, 3.7363], [1.1452, 4.2312, -1.4337], [0.6912, -0.4214, -3.2352], [1.1436, -0.2166, -2.4295], [-0.1979, -0.1985, -2.8589], [0.5864, 0.3017, -0.5256], [1.2763, -0.9490, 0.0042], [0.3355, 1.0321, 0.1690], [1.5178, -1.9447, 0.0509], [-2.4294, 1.2139, 4.9971], [-0.3087, 2.6503, -2.7112], [-2.5328, 1.0849, 4.0929], [-0.4250, -0.9772, 2.5697], [-1.7513, 0.7223, 3.6350], [-1.1955, 2.1931, 1.6055], [-0.8966, 1.3803, 1.1934], [-0.4510, 2.5858, 1.9545], [0.8824, 4.3547, -0.5388], [0.6659, -2.4107, -0.0955], [1.5614, 4.6874, 0.0410], [-1.5500, 0.9341, -1.5353], [-2.7529, 0.7748, 0.4618], [-1.7461, -0.1273, -1.6068], [-1.0356, -5.0579, 0.2548], [-0.0917, -5.0494, 0.4299], [-1.3262, -4.1880, -0.1061], [-1.7917, 3.8784, -0.5555], [-1.3167, 3.3649, -1.1546], [-1.6525, 3.6359, 0.3174], [-2.2466, -2.5456, 3.7587], [-2.3921, -2.3966, 2.9204], [-2.4290, -1.6137, 4.1693], [2.5834, -3.0074, -3.0363], [2.3602, -2.2800, -3.7196], [1.8938, -2.5621, -2.3804], [-2.6299, 0.1332, 1.2202], [-2.0256, 0.5261, 1.9519], [1.2776, -1.8790, 2.7160], [1.5848, -2.6095, 3.2374], [1.8021, -2.0296, 1.8796], [1.7948, 1.1927, -4.9588], [2.1258, 0.3529, -4.6831], [1.1970, 1.5588, -4.1335], [-3.5214, -0.8154, -1.4472], [-3.6959, 0.1206, -1.8260], [-3.5792, -0.6698, -0.5026], [4.1319, -1.3648, 0.7693], [3.7976, -2.3040, 0.8247], [3.3962, -0.9089, 0.8891], [-0.1051, -2.9445, -1.7214], [-0.5961, -3.8069, -2.2868], [-0.4759, 0.7950, -1.2642]], "mulliken_spin": [0.0724, -0.0260, -0.0132, 0.0200, -0.0042, -0.0024, 0.2232, 0.1620, -0.1135, 0.4275, 0.1993, 0.0624, -0.0225, -0.0256, -0.0032, 0.5013, -0.0611, 0.0364, 0.0271, 0.0243, -0.0114, -0.0975, 0.0136, -0.0426, -0.4272, -0.1448, 0.2401, 0.0134, -0.0175, -0.0241, -0.0412, -0.0360, -0.0086, 0.0096, -0.0020, -0.0007, 0.0263, -0.0135, 0.0335, -0.0021, 0.0035, 0.0045, 0.0063, 0.0006, 0.0027, 0.1236, 0.0070, -0.1311, 0.0297, 0.0293, 0.0026, -0.0008, 0.0018, 0.0008, -0.0002, 0.0049, -0.0392, 0.0160, 0.0052, 0.0186, -0.0013, -0.0362], "total_charge": -2, "s2": 0.751, "multiplicity": 2, "lumo_energy_ev": [4.21, 4.19], "homo_ev": [1.74, -4.78]}

***

{"formula": "H41O21", "method": "ωB97M-V/def2-TZVPD", "symbols": ["O", "H", "H", "O", "H", "H", "O", "H", "H", "O", "H", "H", "O", "H", "H", "O", "H", "H", "O", "H", "H", "O", "H", "H", "O", "H", "H", "O", "H", "H", "O", "H", "H", "O", "H", "H", "O", "H", "H", "O", "H", "H", "O", "H", "H", "O", "H", "O", "H", "H", "O", "H", "H", "O", "H", "H", "O", "H", "H", "O", "H", "H"], "xyz": [[2.2661, 2.2432, -2.5695], [2.2528, 1.7073, -1.7812], [1.4589, 2.0156, -2.9925], [0.9150, 4.8639, -2.3884], [0.0674, 1.1398, -2.5460], [1.1998, 3.9896, -2.4223], [2.3817, -1.2647, 2.2508], [1.0526, -2.0179, 4.7976], [1.4474, -0.9624, 2.3544], [0.7189, -1.0396, 5.0589], [3.1339, 0.2852, -1.5446], [-0.1295, 0.0113, 0.1351], [-3.7731, 1.2017, 1.7682], [-2.6801, 1.1335, 1.8373], [-3.8553, 2.1261, 1.3747], [-5.3033, 0.7057, -0.5268], [-1.4843, -0.4915, 4.3685], [-5.1139, 1.6234, -0.4226], [-2.2213, -0.4035, 3.7496], [2.4729, -0.9048, 1.2609], [0.1467, 4.5681, -1.8432], [1.1643, 3.0442, 2.4951], [1.6679, -0.6739, 4.9223], [-4.9100, 0.1696, 0.2499], [3.9027, 1.5621, 1.0910], [0.6964, 2.2804, 2.5047], [3.2705, 1.7039, 1.7716], [-3.7434, 2.0582, -2.5258], [-3.0850, -0.9468, 3.9680], [-3.2825, 1.3109, -2.0912], [2.0700, -4.4622, 1.6573], [2.1923, -2.9320, -4.1717], [1.8381, -3.5951, 1.6654], [-2.1128, -2.3317, 1.5003], [-1.9321, -2.2930, 0.5359], [-2.9113, -1.8366, 1.6905], [2.4651, -0.4694, -1.5526], [1.7551, -0.3521, -0.9158], [3.2576, 1.5423, 0.2061], [3.3896, -2.7462, -1.4682], [2.6207, -2.3685, -1.0831], [2.8661, -3.5282, -1.7525], [-2.2334, -1.0571, -2.6558], [-2.9993, -1.2382, -3.2709], [-1.9079, -0.2244, -3.0006], [2.7999, -2.3236, -4.4137], [2.9759, -1.7628, -3.6179], [1.1635, 0.9644, -0.3653], [-4.5919, 1.6350, -2.7342], [1.0298, 1.6004, 0.1222], [-0.1216, 0.8006, 2.5221], [-0.3413, 0.3416, 1.7118], [-0.6619, 0.4749, 3.2838], [-1.0772, 0.1331, 0.1515], [0.4046, -2.3414, -2.0672], [-1.5809, 0.4881, -0.5104], [-0.5142, -2.8838, -1.8619], [0.8558, 3.9333, 2.7123], [-0.9836, -2.6038, -2.6635], [-0.8336, 1.2037, -2.2688], [-0.5403, 1.3906, -1.3542], [3.0249, -4.1962, 1.6643]], "mulliken_spin": [0.0100, -0.0080, -0.0020, 0.0000, 0.0015, -0.0004, -0.0006, 0.0000, 0.0000, 0.0000, -0.0022, -0.0055, 0.0004, -0.0009, 0.0000, 0.0001, 0.0000, 0.0000, 0.0000, -0.0005, 0.0001, -0.0005, 0.0000, 0.0001, 0.0320, -0.0009, -0.0010, 0.0002, 0.0000, 0.0003, 0.0000, 0.0000, 0.0000, 0.0050, -0.0005, 0.0000, 0.0559, 0.0008, -0.0022, 0.0077, -0.0009, -0.0001, 0.0001, -0.0001, -0.0004, 0.0002, 0.0002, 0.8256, 0.0000, -0.0300, 0.0020, 0.0000, 0.0007, 0.1184, -0.0002, -0.0093, 0.0004, 0.0000, 0.0000, 0.0053, -0.0006, 0.0000], "s2": 0.755, "multiplicity": 2, "lumo_energy_ev": [-0.88, -6.18], "homo_ev": [-11.33, -11.31]}